[1]
Molecular formula: C39H59Cl16N4O2P
Method: DFT, ωB97M-V/def2-TZVPD

Geometry (Å):
C1 5.65 -5.37 3.10
C2 6.69 -5.04 2.03
C3 6.32 -3.73 1.33
C4 5.21 -3.93 0.30
C5 4.72 -2.65 -0.30
C6 5.53 -1.94 -1.23
N1 5.18 -0.83 -1.80
C7 3.95 -0.36 -1.43
C8 3.48 0.86 -1.99
C9 4.33 1.61 -2.98
C10 4.93 2.85 -2.33
N2 5.71 2.84 -1.33
C11 2.28 1.37 -1.60
C12 1.45 0.70 -0.67
C13 0.14 1.36 -0.32
C14 -0.87 1.44 -1.49
C15 -0.79 0.33 -2.51
O1 0.15 0.16 -3.26
N3 -1.93 -0.51 -2.59
C16 -2.08 -1.40 -1.47
C17 -2.97 -1.06 -0.47
C18 -3.17 -1.90 0.62
C19 -2.47 -3.09 0.73
C20 -1.58 -3.42 -0.28
C21 -1.38 -2.59 -1.37
C22 1.88 -0.49 -0.13
P1 0.83 -1.35 1.11
O2 1.03 -2.80 1.34
C23 3.14 -1.03 -0.50
N4 3.55 -2.21 0.05
H1 4.74 -5.75 2.64
H2 6.00 -6.12 3.82
H3 5.41 -4.47 3.66
H4 7.68 -4.96 2.47
H5 6.70 -5.87 1.32
H6 7.21 -3.30 0.86
H7 6.01 -3.00 2.09
H8 4.37 -4.48 0.73
H9 5.63 -4.56 -0.49
H10 6.51 -2.34 -1.47
H11 3.74 1.94 -3.83
H12 5.15 1.00 -3.35
H13 4.66 3.83 -2.73
H14 5.90 1.88 -1.04
H15 1.96 2.32 -2.00
H16 -0.35 0.94 0.55
H17 0.37 2.39 -0.04
H18 -1.87 1.40 -1.06
H19 -0.82 2.39 -2.02
H20 -1.92 -0.99 -3.48
H21 -3.54 -0.14 -0.49
H22 -3.89 -1.63 1.39
H23 -2.63 -3.76 1.57
H24 -1.02 -4.35 -0.21
H25 -0.67 -2.87 -2.14
H26 1.04 -0.59 2.28
H27 -0.49 -1.08 0.72
Cl1 1.46 3.83 -3.90
C24 0.90 5.50 -3.60
C25 1.08 5.91 -2.16
Cl2 -0.02 5.04 -1.05
H28 -0.14 5.56 -3.91
H29 1.49 6.15 -4.23
H30 0.85 6.97 -2.06
H31 2.10 5.74 -1.83
Cl3 4.29 6.73 -2.10
C26 4.15 8.32 -1.31
C27 4.12 9.45 -2.30
Cl4 5.69 9.66 -3.12
H32 4.98 8.42 -0.61
H33 3.22 8.31 -0.74
H34 3.91 10.38 -1.79
H35 3.36 9.29 -3.07
Cl5 -6.05 0.68 0.86
C28 -7.27 -0.22 -0.08
C29 -6.65 -1.06 -1.16
Cl6 -5.93 -0.07 -2.45
H36 -7.97 0.50 -0.49
H37 -7.81 -0.86 0.63
H38 -7.41 -1.69 -1.62
H39 -5.86 -1.71 -0.76
Cl7 -5.54 3.94 -3.30
C30 -6.80 3.34 -4.40
C31 -8.19 3.55 -3.85
Cl8 -8.50 2.52 -2.44
H40 -6.61 2.28 -4.59
H41 -6.70 3.88 -5.34
H42 -8.93 3.28 -4.61
H43 -8.35 4.58 -3.56
Cl9 3.68 -8.40 2.85
C32 2.13 -7.53 3.04
C33 1.38 -7.43 1.74
Cl10 2.19 -6.37 0.56
H44 2.35 -6.54 3.44
H45 1.54 -8.08 3.77
H46 0.39 -7.01 1.92
H47 1.26 -8.41 1.28
Cl11 -3.83 -5.51 2.02
C34 -4.44 -7.07 2.64
C35 -3.50 -8.20 2.34
Cl12 -3.43 -8.58 0.60
H48 -5.42 -7.24 2.21
H49 -4.55 -6.96 3.72
H50 -3.84 -9.10 2.85
H51 -2.49 -7.98 2.68
Cl13 -8.29 4.61 5.11
C36 -6.65 3.97 4.80
C37 -6.63 2.99 3.65
Cl14 -7.48 1.47 4.04
H52 -6.30 3.51 5.72
H53 -6.02 4.82 4.57
H54 -5.60 2.73 3.42
H55 -7.09 3.41 2.76
Cl15 1.31 2.18 3.95
C38 2.52 3.44 3.59
C39 2.32 4.04 2.23
Cl16 2.69 2.88 0.93
H56 3.51 3.00 3.69
H57 2.41 4.22 4.35
H58 2.98 4.89 2.09
H59 1.29 4.38 2.09

Properties
Gap between HOMO and LUMO ... 8.7 eV
SMILES ... [H]/N=C\Cc1cc(CCC(=O)Nc2ccccc2)c([PH2]=O)c2nc(CCCC)cnc12.ClCCCl.ClCCCl.ClCCCl.ClCCCl.ClCCCl.ClCCCl.ClCCCl.ClCCCl

***

[2]
Molecular formula: C17H31ClN3O7S2
Method: DFT, ωB97M-V/def2-TZVPD

Geometry (Å):
Cl1 14.43 12.31 -25.52
O1 15.57 12.97 -26.13
O2 14.19 11.13 -26.23
O3 14.83 11.98 -24.21
O4 13.26 13.20 -25.59
C1 11.52 9.23 -24.64
O5 11.22 10.60 -24.69
H1 10.59 8.71 -24.41
H2 11.93 8.75 -25.53
H3 12.21 9.03 -23.83
H4 11.97 11.04 -25.10
N1 15.43 8.84 -24.42
C2 15.34 7.92 -23.42
C3 15.93 6.72 -23.96
C4 16.22 6.95 -25.32
C5 15.86 8.29 -25.56
H5 15.03 9.75 -24.26
H6 15.05 8.18 -22.41
H7 16.09 5.75 -23.53
H8 16.62 6.32 -26.10
H9 15.82 8.94 -26.43
N2 15.99 13.86 -21.40
C6 16.41 12.79 -20.77
C7 17.28 13.03 -19.72
C8 17.05 14.40 -19.51
C9 16.37 14.89 -20.62
H10 15.45 13.92 -22.26
H11 16.07 11.85 -21.17
H12 17.83 12.39 -19.05
H13 17.59 14.98 -18.77
H14 16.05 15.87 -20.94
N3 17.31 14.96 -24.88
C10 18.13 15.03 -23.83
C11 18.58 16.29 -23.73
C12 17.96 17.09 -24.67
C13 17.16 16.20 -25.37
H15 16.79 14.16 -25.18
H16 18.36 14.12 -23.31
H17 19.30 16.73 -23.05
H18 18.13 18.14 -24.86
H19 16.53 16.35 -26.23
C14 11.79 11.90 -30.16
S1 13.26 11.11 -30.96
O6 13.83 12.03 -31.97
C15 14.48 11.17 -29.59
H20 11.36 11.53 -29.24
H21 11.03 12.01 -30.93
H22 11.96 12.96 -29.93
H23 14.15 11.99 -28.96
H24 15.52 11.26 -29.91
H25 14.36 10.32 -28.92
C16 10.09 15.28 -25.12
S2 9.75 15.78 -26.86
O7 9.50 17.30 -27.05
C17 11.45 15.46 -27.40
H26 10.72 14.40 -24.98
H27 9.16 15.13 -24.57
H28 10.54 16.13 -24.61
H29 11.58 14.43 -27.73
H30 12.29 15.72 -26.75
H31 11.57 16.11 -28.26

Properties
Total charge ... -1
Gap between HOMO and LUMO ... 8.1 eV

***

[3]
Molecular formula: C23H36BN6O3PRuSi2Te
Method: DFT, ωB97M-V/def2-TZVPD

Geometry (Å):
Ru1 -0.06 0.33 -0.04
C1 3.50 -1.37 2.21
C2 2.71 -0.29 1.76
N1 1.71 -0.73 1.03
N2 1.81 -2.07 0.97
C3 2.88 -2.48 1.68
B1 0.64 -2.88 0.40
N3 0.40 -2.54 -1.09
C4 0.65 -3.31 -2.16
C5 0.13 -2.69 -3.27
C6 -0.44 -1.51 -2.77
N4 -0.28 -1.45 -1.45
N5 -0.64 -2.48 1.17
C7 -1.42 -3.30 1.90
C8 -2.52 -2.58 2.33
C9 -2.31 -1.29 1.80
N6 -1.17 -1.25 1.12
H1 4.39 -1.33 2.81
H2 2.83 0.77 1.93
H3 3.11 -3.53 1.76
H4 0.86 -4.05 0.53
H5 1.19 -4.24 -2.05
H6 0.15 -3.03 -4.29
H7 -0.97 -0.72 -3.28
H8 -1.15 -4.33 2.04
H9 -3.34 -2.92 2.92
H10 -2.93 -0.42 1.87
C10 -1.83 1.52 3.04
Si1 -0.65 1.94 1.60
C11 0.77 2.68 2.65
C12 -1.58 3.41 0.82
C13 -1.85 4.61 1.47
C14 -2.64 5.59 0.87
C15 -3.18 5.36 -0.40
C16 -2.92 4.16 -1.05
C17 -2.12 3.18 -0.46
Si2 -1.69 1.51 -1.26
C18 -3.35 0.58 -1.42
C19 -1.28 1.93 -3.07
H11 -1.88 2.44 3.64
H12 -1.49 0.71 3.68
H13 -2.85 1.32 2.71
H14 0.35 3.41 3.35
H15 1.54 3.18 2.06
H16 1.24 1.89 3.24
H17 -1.45 4.80 2.46
H18 -2.84 6.52 1.38
H19 -3.79 6.12 -0.87
H20 -3.34 3.99 -2.04
H21 -4.14 1.29 -1.71
H22 -3.65 0.11 -0.48
H23 -3.31 -0.21 -2.18
H24 -2.21 2.04 -3.65
H25 -0.67 1.17 -3.55
H26 -0.73 2.88 -3.13
C20 5.70 -0.73 -1.16
C21 5.12 0.65 -0.97
O1 4.44 1.11 -2.15
P1 2.88 0.70 -2.30
O2 2.68 -0.76 -2.18
Te1 1.59 2.15 -0.85
O3 2.64 1.29 -3.77
C22 3.12 0.55 -4.91
C23 2.03 -0.30 -5.50
H27 6.22 -1.04 -0.25
H28 6.41 -0.74 -1.99
H29 4.90 -1.44 -1.37
H30 5.90 1.39 -0.79
H31 4.43 0.67 -0.12
H32 3.98 -0.06 -4.62
H33 3.46 1.31 -5.62
H34 1.64 -0.97 -4.73
H35 2.42 -0.90 -6.33
H36 1.21 0.32 -5.87

Properties
<S²> ... 0.76
Total charge ... -1
Multiplicity ... 2
Gap between HOMO and LUMO (spin up / spin down) ... 7.1 / 7.3 eV